No. 1
Density functional theory data (the ωB97M-V functional and the def2-TZVPD basis) for C33H51N5PRbSSi2Te as an isolated structure.

```
! wB97M-V def2-TZVPD RIJCOSX def2/J DEFGRID3
* xyz 0 1
Rb -0.26808 1.24954 0.39826
C 0.32550 5.31104 -2.24508
C -0.22477 4.48498 -1.26377
N 0.48337 3.89501 -0.28658
C 1.79331 4.18354 -0.14308
C 2.40819 5.12008 -1.05301
C 1.65636 5.61947 -2.14482
C 3.71269 5.60260 -0.78905
C 4.35549 5.15218 0.35280
C 3.75236 4.28376 1.25331
C 2.55760 3.58059 0.96164
N 2.00242 2.51893 1.61444
C 2.65997 1.69837 2.46462
C 4.07798 1.48654 2.57028
C 4.64721 0.71708 3.57716
C 3.87467 -0.11525 4.38772
C 2.48769 -0.12567 4.22000
C 1.67095 -1.04208 4.93915
C 0.31932 -1.05126 4.72181
C -0.20131 -0.10308 3.84336
N 0.50734 0.76013 3.12146
C 1.85020 0.78334 3.29001
H -0.29706 5.67228 -3.04006
H -1.28764 4.26172 -1.24709
H 2.12998 6.22413 -2.91453
H 4.19651 6.31208 -1.43735
H 5.36888 5.47520 0.56894
H 4.26720 4.07830 2.18086
H 4.73422 1.96804 1.86067
H 5.73234 0.72715 3.69002
H 4.36562 -0.73768 5.12523
H 2.12833 -1.74031 5.65809
H -0.31741 -1.79070 5.20291
H -1.27905 -0.06394 3.69793
C -3.21613 -0.90724 -2.99163
N -3.01607 0.50654 -3.25854
C -4.15334 1.31755 -3.65588
C -3.55304 2.70845 -3.70071
N -2.16120 2.52025 -3.43438
C -1.86520 1.22596 -3.16324
S -0.35437 0.63745 -2.75474
H -4.05351 -1.08560 -2.29588
H -2.27336 -1.28833 -2.56240
H -3.46770 -1.44769 -3.92592
H -5.00028 1.23237 -2.94179
H -4.53586 0.98591 -4.64725
H -3.99870 3.35828 -2.93676
H -3.76348 3.17714 -4.67354
H -1.44550 3.23328 -3.49797
C -5.28300 1.65486 -0.11845
P -3.61131 1.30290 0.50744
C -3.86104 -0.22618 1.46763
C -3.40893 2.60141 1.78586
H -5.97576 1.73582 0.73756
H -5.62120 0.83378 -0.78575
H -5.29961 2.60464 -0.68114
H -4.68799 -0.15607 2.19184
H -2.95404 -0.60573 1.97565
H -4.12363 -1.01400 0.74116
H -4.31085 2.60320 2.41763
H -3.35661 3.57426 1.29612
H -2.53343 2.46799 2.43733
C -1.28913 -4.88881 -2.34377
Si -1.72005 -5.09437 -0.48142
C -3.30222 -4.14175 -0.10122
C -1.82915 -6.92709 0.00818
C -0.35982 -4.25970 0.54990
Te 0.02823 -2.22308 -0.04136
C 2.00663 -2.12352 0.83833
Si 3.37257 -2.04420 -0.48160
C 3.23149 -0.47265 -1.52186
C 3.16521 -3.58400 -1.60132
C 5.05605 -2.07284 0.40797
H -2.07045 -5.35957 -2.97717
H -0.29638 -5.34165 -2.60177
H -1.26359 -3.80926 -2.63211
H -4.13689 -4.63741 -0.64913
H -3.23943 -3.08581 -0.43842
H -3.54676 -4.14037 0.98601
H -2.72670 -7.40156 -0.42902
H -1.85551 -7.10381 1.10774
H -0.93950 -7.48272 -0.37289
H 0.59271 -4.80230 0.38467
H -0.54928 -4.23317 1.65604
H 2.06994 -3.05113 1.44956
H 2.02435 -1.27789 1.53649
H 2.28082 -0.43907 -2.09849
H 4.10321 -0.40981 -2.22273
H 3.29045 0.43518 -0.87423
H 2.25221 -3.51278 -2.23039
H 3.10349 -4.52847 -1.02157
H 4.05519 -3.64970 -2.26442
H 5.16040 -1.21723 1.12101
H 5.87712 -2.02151 -0.31966
H 5.14959 -3.04521 0.99013
*
```

HOMO: -5.632 eV
ΔE to the lowest compared entry with this formula, charge and spin: 18.8 kJ/mol
Molar mass: 850.087 g mol⁻¹
E_LUMO: 0.0 eV
Gap between HOMO and LUMO: 5.644 eV

Löwdin atomic charge list, values in e, 5 entries: Rb 0.513; C -0.084; C -0.176; N 0.009; C -0.160

***

No. 2
Density functional theory data (the ωB97M-V functional and the def2-TZVPD basis) for C33H51N7O4PPd as an isolated structure.

```
! wB97M-V def2-TZVPD RIJCOSX def2/J DEFGRID3
* xyz -1 1
Pd -0.99133 0.52680 0.04465
C -2.27610 0.37849 2.98739
C -3.26149 -0.19776 2.01736
C -4.49247 -0.77756 2.27085
C -5.08518 -1.01720 1.02049
C -4.18526 -0.57106 0.06690
C -4.38063 -0.48606 -1.41212
N -3.07175 -0.09346 0.67659
H -2.29164 -0.18072 3.92415
H -2.53627 1.42246 3.19344
H -1.25561 0.35923 2.56472
H -4.91485 -0.98497 3.24041
H -6.04920 -1.46390 0.83317
H -4.11682 -1.41822 -1.92012
H -3.77012 0.33076 -1.79707
H -5.43042 -0.27573 -1.63083
N 0.45273 -0.57649 1.01949
P 0.78685 -1.92557 0.37403
N 0.68753 -2.29158 -1.30604
C -0.19126 -3.27622 -1.87836
C -1.50914 -2.64953 -2.33194
C -1.21769 -1.58996 -3.38847
C -0.27647 -0.55004 -2.79344
C 0.97925 -1.21179 -2.21834
N 2.44637 -2.37554 0.64082
C 3.08177 -1.57907 1.66688
C 4.22534 -0.74822 1.09859
C 5.34456 -1.67717 0.61952
C 4.74556 -2.98898 0.09213
C 3.33263 -2.76173 -0.44304
N 0.00277 -3.29283 1.01320
C 0.63308 -4.55057 1.30325
C 0.80561 -4.74108 2.81083
C -0.54804 -4.62286 3.50693
C -1.18076 -3.27574 3.16613
C -1.27661 -3.11228 1.65171
H -0.37397 -4.05996 -1.14361
H 0.32443 -3.72366 -2.74546
H -1.97482 -2.17112 -1.46328
H -2.18066 -3.42376 -2.71354
H -2.14383 -1.10564 -3.70033
H -0.75391 -2.06095 -4.26454
H -0.80168 -0.02484 -1.95816
H 0.01057 0.18594 -3.54895
H 1.55431 -0.45894 -1.66868
H 1.60239 -1.60984 -3.03843
H 3.46682 -2.22072 2.47375
H 2.29811 -0.93367 2.07500
H 4.60129 -0.05002 1.84932
H 3.82388 -0.17347 0.26127
H 6.02349 -1.89538 1.44861
H 5.92832 -1.18307 -0.16228
H 4.69889 -3.72876 0.89270
H 5.37696 -3.40039 -0.69827
H 2.95407 -3.67792 -0.90729
H 3.38003 -2.00337 -1.23753
H 1.60405 -4.57219 0.80865
H 0.01843 -5.37733 0.91088
H 1.47241 -3.95769 3.17319
H 1.26809 -5.70980 3.01991
H -0.42206 -4.71769 4.58879
H -1.20414 -5.43558 3.17577
H -0.55824 -2.46695 3.55147
H -2.17614 -3.19087 3.60631
H -1.62635 -2.10660 1.40528
H -2.00001 -3.83873 1.25126
N 0.96247 1.69406 -0.99780
C 1.70036 2.50673 -0.64708
N 2.52107 3.45890 -0.25974
C 3.79091 3.18149 0.37318
C 4.93660 3.46353 -0.61066
O 4.85920 4.77981 -1.12161
C 3.63975 4.98231 -1.80780
C 2.43483 4.76138 -0.88253
H 3.82447 2.14379 0.70623
H 3.90460 3.84537 1.23938
H 4.90249 2.73937 -1.44068
H 5.90559 3.38530 -0.11226
H 3.58031 4.29903 -2.67061
H 3.66044 6.01153 -2.17092
H 1.50387 4.83016 -1.44703
H 2.44332 5.52719 -0.09762
O -3.95985 3.34380 -2.69227
C -3.81836 4.31100 -1.75679
C -4.59521 5.46583 -1.81578
C -4.44902 6.47352 -0.88042
C -3.52086 6.33483 0.13723
C -2.75531 5.18524 0.20689
C -2.88475 4.16342 -0.72328
C -2.04396 2.91518 -0.54501
O -1.28507 2.89033 0.45146
O -2.13792 2.00390 -1.38805
H -4.69196 3.56868 -3.28043
H -5.32925 5.56169 -2.60885
H -5.06406 7.36111 -0.95580
H -3.40465 7.11625 0.87454
H -2.03574 5.03434 0.99844
*
```

HOMO: -3.426 eV
ΔE to the lowest compared entry with this formula, charge and spin: 187.7 kJ/mol
Molar mass: 747.210 g mol⁻¹
E_LUMO: 2.3 eV
Gap between HOMO and LUMO: 5.766 eV

Löwdin atomic charge list, values in e, 5 entries: Pd 0.875; C -0.075; C -0.427; C -0.113; C -0.108

***

No. 3
Density functional theory data (the ωB97M-V functional and the def2-TZVPD basis) for C33H52Cl2CuN3O7PS as an isolated structure.

```
! wB97M-V def2-TZVPD RIJCOSX def2/J DEFGRID3
* xyz 0 2
Cu 1.07082 2.60971 0.06884
C 3.52382 3.22822 1.52204
C 2.45360 3.96661 0.86592
C 1.43083 4.16539 1.84021
C 1.83545 3.53821 3.01119
C 3.14044 2.96925 2.80501
H 4.45326 2.94642 1.04943
H 2.60546 4.60898 0.00907
H 0.55027 4.77484 1.69618
H 1.28343 3.49476 3.94035
H 3.70895 2.43811 3.55448
Cl 1.27605 2.90405 -4.77024
C 1.69187 4.24262 -3.68087
Cl 3.44040 4.53037 -3.66063
C 1.21033 3.93898 -2.24391
O 0.49842 4.77728 -1.70024
O 1.64800 2.84147 -1.76184
H 1.21491 5.13509 -4.06431
C -3.98676 -1.80545 -3.55579
C -5.38207 -1.42896 -3.08011
S -5.53985 0.34848 -2.81162
O -4.75496 1.03091 -3.81136
O -6.93255 0.66968 -2.66649
C -4.70899 0.63018 -1.22389
C -4.39917 2.12110 -1.08350
N -3.19731 2.34173 -0.28921
C -1.94340 2.36577 -0.78413
N -1.06263 2.62697 0.17474
C -1.75307 2.78500 1.32468
C -3.08393 2.59313 1.06846
N -4.14378 2.53064 2.00990
O -3.92185 2.97589 3.11857
O -5.19583 2.00237 1.66715
C -1.60105 2.15701 -2.21134
H -3.97852 -2.82426 -3.94104
H -3.25503 -1.74340 -2.74802
H -3.67804 -1.13320 -4.35421
H -5.66698 -1.90791 -2.14300
H -6.14491 -1.63963 -3.82960
H -3.78874 0.04693 -1.26821
H -5.35939 0.27082 -0.42903
H -5.23238 2.62733 -0.61387
H -4.23601 2.55357 -2.06918
H -1.26962 2.98431 2.26635
H -1.55199 3.12402 -2.71690
H -2.32608 1.53242 -2.73201
H -0.60576 1.71851 -2.27310
O 1.06061 0.61284 0.84188
P 1.25668 -0.87346 0.78616
C 1.69775 -1.47756 2.47645
C 2.28745 -2.89156 2.59166
C 3.80414 -2.94801 2.39316
C 4.51503 -1.94778 3.30173
C 4.01553 -0.53207 3.02464
C 2.51014 -0.43565 3.25933
C -0.34270 -1.67223 0.26665
C -0.52449 -3.18513 0.45575
C -1.03353 -3.58308 1.84325
C -2.31190 -2.82851 2.19939
C -2.05636 -1.32425 2.17149
C -1.55467 -0.88601 0.79691
C 2.60243 -1.28097 -0.41541
C 2.70553 -0.23891 -1.53838
C 1.74810 -0.50591 -2.69507
C 1.95783 -1.91149 -3.25280
C 1.74166 -2.95728 -2.16005
C 2.66443 -2.71406 -0.96255
H 0.70095 -1.48883 2.92808
H 1.79657 -3.57189 1.89082
H 2.06808 -3.26078 3.59885
H 4.06264 -2.73125 1.35394
H 4.14703 -3.96343 2.60388
H 5.59536 -2.00922 3.15508
H 4.31073 -2.20170 4.34730
H 4.25270 -0.24625 1.99563
H 4.52604 0.18075 3.67493
H 2.15454 0.56230 3.00594
H 2.31706 -0.59472 4.32566
H -0.29732 -1.47313 -0.81012
H 0.39991 -3.72182 0.23000
H -1.27009 -3.51724 -0.27563
H -0.27761 -3.37403 2.60347
H -1.21502 -4.65998 1.85371
H -2.67070 -3.13759 3.18302
H -3.09618 -3.07303 1.47419
H -1.32935 -1.05571 2.94214
H -2.97711 -0.78249 2.40335
H -1.29706 0.16906 0.81465
H -2.37667 -1.02482 0.08744
H 3.47351 -1.12507 0.22920
H 3.72983 -0.26721 -1.92339
H 2.54261 0.76053 -1.14323
H 1.90575 0.24430 -3.47093
H 0.71294 -0.39871 -2.35044
H 2.97977 -1.99521 -3.63652
H 1.27986 -2.09802 -4.08880
H 1.93174 -3.95921 -2.55186
H 0.69527 -2.93165 -1.84461
H 3.69387 -2.89410 -1.28859
H 2.45103 -3.44312 -0.17615
*
```

HOMO (spin up / spin down): -7.870 / -7.903 eV
ΔE to the lowest compared entry with this formula, charge and spin: 9.3 kJ/mol
Molar mass: 800.286 g mol⁻¹
E_LUMO (spin up / spin down): -0.7 / -1.1 eV
Gap between HOMO and LUMO (spin up / spin down): 7.154 / 6.823 eV

Löwdin atomic charge list, values in e, 5 entries: Cu 0.464; C -0.089; C -0.189; C -0.167; C -0.085

***

No. 4
Density functional theory data (the ωB97M-V functional and the def2-TZVPD basis) for C33H52F3KN6O7S3 as an isolated structure.

```
! wB97M-V def2-TZVPD RIJCOSX def2/J DEFGRID3
* xyz 0 1
K -23.04097 1.29104 25.88458
C -25.39916 1.11480 30.08640
F -25.10211 2.42214 30.16473
F -25.93561 0.73956 31.24685
F -26.31817 0.95720 29.12261
S -23.89898 0.15046 29.64686
O -23.23073 0.98929 28.67738
O -23.14985 0.00434 30.87632
O -24.42919 -1.09142 29.12126
C -24.39004 -5.29899 32.45266
C -24.83483 -3.84088 32.70778
C -23.98289 -2.81768 31.94525
C -22.64379 -2.64137 32.51151
N -21.59577 -2.51478 32.96054
H -23.31248 -5.35038 32.30881
H -24.86400 -5.68523 31.54511
H -24.73801 -5.95540 33.24774
H -24.69670 -3.65809 33.77411
H -25.86421 -3.68531 32.39773
H -24.49281 -1.85612 31.95748
H -23.82439 -3.10986 30.90461
C -28.74653 2.85579 27.06796
C -28.30263 4.25925 27.48603
C -26.86342 4.34011 27.98045
C -25.94057 3.63410 27.11038
N -25.20938 3.05720 26.44451
H -28.38219 2.09006 27.75851
H -28.30651 2.60525 26.09886
H -29.82540 2.76346 26.97213
H -28.97799 4.64787 28.25133
H -28.47887 4.92038 26.63233
H -26.78779 3.88069 28.96625
H -26.55893 5.38603 28.00500
C -24.31843 -0.79008 35.51134
C -23.11872 0.05660 35.12726
C -23.51770 1.20903 34.18031
C -22.44197 2.17628 33.95159
N -21.62501 2.95158 33.72060
H -24.00865 -1.82005 35.70282
H -25.12663 -0.82760 34.78176
H -24.73195 -0.43775 36.45944
H -22.36277 -0.54124 34.61583
H -22.63067 0.52673 35.98119
H -24.30960 1.78501 34.66741
H -23.79868 0.84628 33.19011
C -19.77837 4.83136 29.40658
C -20.75596 4.32648 30.46129
C -21.87179 3.65698 29.68777
S -22.11196 4.62990 28.19934
O -23.25926 5.49006 28.26926
O -21.97778 3.71096 27.08289
C -20.60831 5.59067 28.38429
H -19.30787 3.96459 28.92955
H -18.97325 5.42918 29.82974
H -21.11347 5.14378 31.09399
H -20.32661 3.59613 31.14848
H -22.81384 3.47770 30.19611
H -21.49233 2.71597 29.29434
H -20.96971 6.52796 28.81744
H -20.15558 5.79962 27.41953
C -19.13841 -2.83832 28.52178
C -20.43086 -3.19278 29.27332
C -21.55685 -2.40089 28.62443
S -21.21679 -2.45050 26.87521
O -21.46625 -1.14783 26.28195
O -21.82307 -3.61552 26.29323
C -19.43565 -2.71083 27.01452
H -18.40821 -3.62996 28.69584
H -18.67012 -1.91922 28.87530
H -20.35110 -2.98335 30.33817
H -20.62270 -4.26353 29.15301
H -21.44682 -1.35516 28.91933
H -22.58205 -2.71677 28.79151
H -18.93743 -1.86141 26.56003
H -19.25088 -3.64093 26.48199
N -25.91306 -2.34919 27.12808
C -27.23921 -2.70158 27.01506
C -27.38654 -3.49199 25.91472
C -26.10233 -3.59665 25.29897
C -25.24344 -2.83593 26.04135
H -25.55522 -1.67695 27.79319
H -27.94260 -2.40865 27.77701
H -28.27933 -4.00024 25.59038
H -25.89494 -4.13306 24.38887
H -24.18778 -2.67545 25.90064
N -20.06412 0.50206 30.53122
C -19.59020 0.80343 29.26853
C -18.28195 1.17552 29.39224
C -17.93945 1.07447 30.77548
C -19.07723 0.70881 31.44283
H -21.05010 0.37013 30.73059
H -20.27700 0.75937 28.43741
H -17.60754 1.43094 28.59001
H -16.97949 1.25475 31.22798
H -19.21120 0.49228 32.48954
N -28.38195 -2.31829 32.92965
C -29.54012 -2.13840 33.62617
C -29.43517 -0.97701 34.34200
C -28.15439 -0.43332 34.05864
C -27.50343 -1.31421 33.24312
H -28.20554 -3.10986 32.33825
H -30.35566 -2.83599 33.53983
H -30.20404 -0.62078 35.00585
H -27.67402 0.45810 34.43063
H -26.51825 -1.26253 32.81587
*
```

HOMO: -7.852 eV
Molar mass: 837.107 g mol⁻¹
E_LUMO: 0.0 eV
Gap between HOMO and LUMO: 7.829 eV

Löwdin atomic charge list, values in e, 5 entries: K 0.806; C -0.642; F 0.119; F 0.135; F 0.122